Record 1
The following is a DFT calculation (ωB97M-V with the def2-TZVPD basis set) of C17H28N4O4 in the gas phase.

Each line ends with the Mulliken charge.
Cartesian coordinates (Å):
C 1.9876 -2.9609 1.0372  -0.89
C 1.1765 -0.7287 1.2103  -0.81
C -4.0036 1.2164 -0.3692  -0.72
H -3.3593 -1.5378 -0.0282  0.01
H 0.1175 -2.1770 0.3954  0.30
H 1.5883 -3.9747 1.0723  0.40
C -0.7886 0.0727 -0.0377  1.76
H -5.0269 0.5849 1.3963  0.44
C -2.7418 0.9867 -1.2024  -1.39
H -2.7233 1.7013 -2.0287  0.40
H 2.6013 -2.7835 1.9235  0.40
H -5.7477 -3.5473 0.4048  0.33
H 3.7380 -3.3891 -0.1812  0.35
H 3.7862 1.0037 0.8214  0.09
O -1.1155 -1.0492 -0.4217  -0.90
N 3.1584 -1.3529 -0.3723  0.64
N 0.9150 -2.0105 1.0161  -0.15
H 3.7869 -1.2576 -2.3954  0.35
H 2.2519 -3.0754 -1.1008  0.46
H -4.7476 -3.4498 -1.0442  0.31
H 5.2732 -1.4113 -0.3570  0.36
H 3.1965 1.1088 -2.6882  0.36
C 3.2157 0.6958 -1.6782  -0.22
H 5.5482 0.8562 0.5525  0.36
H 2.0401 -0.4721 1.8101  0.57
H -3.2767 0.4149 1.4893  0.32
C 0.3632 0.3137 0.7985  -0.37
C 4.4337 -0.9719 0.2098  -0.84
C -5.6307 -3.0460 -0.5538  -1.36
C -1.1933 2.4837 -0.1138  0.44
H -2.7072 -0.0302 -1.5926  0.55
C 4.5648 0.5529 0.1902  -0.34
O -1.8342 3.4314 -0.5020  -0.64
C 0.7608 1.6569 1.1612  0.33
C -5.4869 -1.5413 -0.3586  -0.32
H -6.3829 -1.1509 0.1306  0.29
N -0.0663 2.6465 0.6571  -0.03
O 4.4594 1.0457 -1.1266  -0.44
H -4.8643 1.1040 -1.0288  0.38
H -5.4067 -1.0655 -1.3374  0.30
O 1.7364 1.9487 1.8260  -0.71
H -4.3211 -1.7632 1.4249  0.44
H 4.4819 -1.3305 1.2396  0.44
C -4.1411 0.2809 0.8327  -0.84
H -3.9933 2.2483 -0.0136  0.47
H 2.4041 1.1410 -1.0843  -0.03
C 3.0317 -0.8230 -1.7180  -0.90
C 2.8418 -2.7579 -0.2380  -0.96
H -6.4995 -3.2731 -1.1678  0.39
C -4.2608 -1.2046 0.4869  -0.26
H 0.1803 3.6051 0.8757  0.26
H 2.0350 -1.0553 -2.0993  0.47
N -1.5271 1.1804 -0.4187  0.14

Computed properties:
- HOMO: -8.66 eV
- Orbital gap: 9.0979 eV
- Multiplicity: 1
- SMILES: CCCCCCN1C(=O)NC(=O)/C(=C/NCCN2CCOCC2)C1=O

=====

Record 2
The following is a DFT calculation (ωB97M-V with the def2-TZVPD basis set) of C17H28N4O5S2 in the gas phase in a non-equilibrium geometry.

Each line ends with the Mulliken charge.
Cartesian coordinates (Å):
C 5.6637 -0.2738 0.4822  0.36
O -3.0527 0.6458 1.9702  -0.74
C -4.1207 1.9944 -0.4917  -0.75
H -1.7201 -2.7832 2.4176  0.44
H 0.5703 2.5566 0.8097  0.52
H 7.1094 0.0580 -1.0926  0.34
H -4.2717 0.9587 -0.1966  0.30
N 4.6174 0.5444 -0.1107  -0.20
H -5.0848 2.5108 -0.5185  0.41
H -3.3206 4.6066 -0.1982  0.40
H -3.5989 -4.8716 -0.2286  0.29
N 1.0313 0.9652 -0.5400  0.49
C -2.6352 3.7536 -0.1941  -0.83
O -3.4208 -0.9324 -0.6069  -0.61
H -1.7374 4.0255 0.3578  0.39
O -1.6166 2.6121 2.3128  -0.75
H -3.9719 -3.7451 2.3119  0.49
H -2.5084 4.0694 -2.3474  0.40
H 0.7569 -0.8334 -1.6557  0.55
N -1.6029 -2.5142 0.3687  0.17
C -2.3705 3.2631 -1.6286  -0.45
C -2.9183 -4.5259 0.5470  -0.49
H -4.3023 -2.8715 0.8041  0.22
C -0.9199 -0.0887 -0.4390  0.39
C 0.3403 -0.1123 -0.9837  -1.53
H 5.1490 -1.1196 0.9475  0.31
C 0.2390 1.6723 0.3040  -0.99
H -4.0851 2.3493 -2.6401  0.50
O -1.7154 -1.8943 -2.0771  -0.82
H -1.3500 2.8931 -1.7246  0.11
H 5.7161 0.8911 2.3002  0.36
H -2.6594 -5.3754 1.1791  0.28
C -1.6418 -3.9040 -0.0587  -0.82
H 7.1550 -0.0916 2.0260  0.41
C 2.4120 1.2304 -0.8171  -1.23
C -2.3644 -2.4386 1.6034  -0.47
C 6.6088 -0.7769 -0.6056  -1.41
C 3.3170 0.2023 -0.0949  0.81
H 2.5969 1.1491 -1.8938  0.36
H -2.6754 -1.4128 1.7892  0.18
S -2.2837 1.7138 1.4112  1.33
H 6.0581 -1.3408 -1.3541  0.36
H -0.7420 -4.3982 0.3185  0.39
H -1.6253 -3.9253 -1.1472  0.35
C -3.3849 2.1244 -1.8378  -0.17
H 7.3637 -1.4255 -0.1711  0.41
C -3.5378 -3.3939 1.3783  -0.66
S -2.0713 -1.3940 -0.7756  1.36
N -3.2879 2.6583 0.4882  0.04
H 2.6563 2.2417 -0.4848  0.38
H 4.9132 1.3951 -0.5635  0.32
O 2.8757 -0.8009 0.4092  -0.65
H -2.8846 1.1865 -2.0777  -0.07
C -0.9855 1.0562 0.3846  0.36
C 6.4079 0.5312 1.5431  -1.43
H 6.9101 1.3849 1.0916  0.34

Computed properties:
- HOMO: -8.93 eV
- Orbital gap: 9.1568 eV
- Multiplicity: 1
- SMILES: CC(C)NC(=O)Cn1cc(S(=O)(=O)N2CCCC2)c(S(=O)(=O)N2CCCC2)c1

=====

Record 3
The following is a DFT calculation (ωB97M-V with the def2-TZVPD basis set) of C17H28N6O6SeTi as an isolated structure in a non-equilibrium geometry.

Each line ends with the Mulliken charge.
Cartesian coordinates (Å):
C -5.1600 -1.3965 1.9096  -0.72
Ti 2.2164 0.0833 -0.6378  -0.17
O 5.0039 1.9048 -0.1594  -0.80
C 0.9993 -1.6004 -2.7539  0.02
O 1.5100 2.9594 -1.2662  -0.51
C -4.3337 -0.4763 1.2919  1.08
C 1.9172 1.7333 3.4037  -1.45
N -3.7521 1.2296 -0.0230  0.05
H 1.0658 -1.5999 1.4314  0.37
C 4.0993 -0.3549 -0.0527  -0.99
H 5.9562 1.9772 -0.2831  0.29
H 4.2498 1.3918 -2.8753  0.25
H 0.6966 -4.4379 -1.9494  0.43
C 0.5192 -1.9788 -4.0945  -1.56
H 1.8119 4.6632 0.6854  0.34
H 3.4937 4.0546 0.8090  0.26
C 1.9888 2.5734 0.9485  0.46
Se -1.1696 0.4819 -1.0674  -0.21
H 0.7053 -3.0508 -4.2567  0.42
H -1.7686 -2.1806 0.2085  0.21
H -4.7175 -2.3127 2.3250  0.32
C 0.0490 -3.6392 -1.5396  -1.73
O 3.7054 1.1916 -2.0658  -0.66
O 1.1293 -0.5573 2.2367  -0.69
H 4.7752 0.7420 0.0487  0.41
H -0.2805 -3.9506 -0.5338  0.44
H 2.4794 4.1641 2.2682  0.40
H 4.0911 -0.8686 0.9260  0.37
H -7.2207 -1.7944 2.4245  0.37
N 1.6107 0.3253 1.3894  1.04
C 2.4671 3.9491 1.1933  -1.39
O 1.0045 -2.4087 0.6797  -0.69
H 2.3446 1.0671 -3.2834  0.52
H 2.1089 2.7810 3.6631  0.40
C -6.5272 -1.0977 1.9490  -0.68
H 2.7501 1.1348 3.8067  0.32
O 1.6654 0.4330 -3.6270  -0.50
H -0.5655 -1.8035 -4.1702  0.31
H -8.0882 0.2949 1.4201  0.39
H -0.8389 -3.5776 -2.1964  0.37
C -2.6508 0.4041 0.0039  -0.31
H -3.7845 2.0480 -0.5983  0.21
H -2.7917 -2.5120 1.6497  0.21
C -7.0239 0.0982 1.3664  -0.49
H -1.3252 -1.4927 1.7944  0.15
N -2.9995 -0.6120 0.8699  0.31
H 0.9997 1.4215 3.9275  0.33
C -6.1642 1.0027 0.7304  -0.75
H 4.5897 -0.8228 -0.9185  0.39
C -2.1696 -1.7669 1.1462  -0.56
N 1.2834 -1.7668 -0.4541  0.86
H 1.0454 -1.3923 -4.8516  0.45
H -6.5026 1.9294 0.2626  0.37
H 4.3124 1.7678 -1.2923  0.29
C 1.8209 1.5712 1.9220  -0.03
C 0.7971 -2.3523 -1.5775  0.65
C -4.8196 0.6994 0.7110  0.30
N 1.8183 2.1378 -0.3580  0.85
N 1.5733 -0.4112 -2.5164  0.68

Computed properties:
- HOMO (spin up / spin down): -10.49 / -10.49 eV
- Orbital gap (spin up / spin down): 5.9789 / 5.7992 eV
- Charge: +1
- Multiplicity: 2

=====

Record 4
The following is a DFT calculation (ωB97M-V with the def2-TZVPD basis set) of C17H28O2 in the gas phase in a non-equilibrium geometry.

Each line ends with the Mulliken charge.
Cartesian coordinates (Å):
H -1.5771 0.7716 -3.4413  0.43
C -2.3629 0.5491 -1.4410  1.56
C -3.5599 1.1101 -0.6243  -2.05
H 0.4304 2.1497 -0.9562  0.56
C 1.7586 2.1924 1.4672  -2.13
H 3.6624 -2.1964 -0.7542  0.36
H -3.4763 0.7967 0.4339  0.34
C -2.2744 1.3089 -2.8019  -1.56
C -2.5834 -0.9481 -1.6773  -1.10
H -3.2467 1.3082 -3.3348  0.42
C 0.8244 1.1114 0.9194  1.61
H -0.5398 3.6183 0.8200  0.46
H -0.6156 1.2667 2.5617  0.59
C -1.0912 2.7918 0.3727  -1.87
C 2.3817 -2.0964 0.9947  1.65
C -1.2117 -1.6142 -1.7051  -1.19
H 1.9438 -3.8652 2.1321  0.34
H 2.5324 1.7859 2.1274  0.40
H 2.5194 0.5996 -0.3627  0.52
H -1.7461 2.4006 1.1366  0.38
H 1.5589 -1.1911 -1.5161  0.23
H 4.3949 -2.8286 0.7196  0.45
C 0.0160 0.5308 2.1386  -2.14
H 3.1712 -3.7505 -0.0916  0.35
H -3.1466 -1.3617 -0.8390  0.34
H 1.2073 2.9222 2.0651  0.44
H -0.8730 -1.7797 -2.7172  0.33
H -3.6670 2.1705 -0.6907  0.42
H 3.2664 -2.8757 2.8118  0.38
C 2.3010 -2.8258 2.3299  -1.65
C 1.7972 0.0598 0.2725  -0.33
H 0.6501 0.1405 2.9158  0.43
O 2.5695 -0.6989 1.2095  -0.49
H -1.9446 2.3697 -2.7146  0.26
C -0.3464 -0.6344 -0.9652  0.31
C -0.1818 1.6670 -0.1652  0.63
H 2.3025 2.6896 0.6630  0.47
H 1.6705 -2.3059 3.0032  0.38
H -3.1729 -1.1109 -2.5859  0.40
O 1.1257 -2.1561 0.2953  -0.50
H -1.1241 -2.5774 -1.2197  0.32
C 3.4756 -2.7335 0.1639  -1.70
H -1.6965 3.2282 -0.4103  0.34
C 1.0661 -0.9923 -0.5461  0.36
H -4.4939 0.7097 -1.0842  0.44
C -0.9941 0.5496 -0.7739  -0.46
H -0.6997 -0.2556 1.8645  0.29

Computed properties:
- HOMO: -8.59 eV
- Orbital gap: 9.3635 eV
- Multiplicity: 1
- SMILES: C[C@@H]1C2=C(CCC2(C)C)[C@@H]2OC(C)(C)O[C@@H]2C1(C)C

=====

The highest multiplicity belongs to which entry? C17H28N6O6SeTi